Formula: C54H48BrCl2N8O4Y
Source: the OMol25 dataset
Level of theory: the ωB97M-V functional and the def2-TZVPD basis

The spin multiplicity is 1. For the highest occupied orbital energy, the calculation gives -0.55 eV. Its total charge is -2. The total energy is -173023.21069 eV.

```
118
C54H48BrCl2N8O4Y, DFT the ωB97M-V functional and the def2-TZVPD basis
Y -0.603 -1.304 1.175
C 0.019 -2.803 -3.125
O -0.238 -4.185 -3.080
C -0.648 -4.767 -1.891
C -0.622 -6.143 -1.908
C -1.068 -6.899 -0.823
C -1.530 -6.252 0.292
C -1.549 -4.852 0.368
C -2.116 -4.250 1.535
N -2.091 -2.989 1.817
N -2.816 -2.625 2.935
C -2.940 -1.320 3.051
O -2.499 -0.450 2.235
C -3.719 -0.863 4.230
C -4.356 -1.768 5.074
C -5.069 -1.314 6.166
C -5.158 0.046 6.427
C -4.534 0.954 5.584
C -3.823 0.501 4.488
C -1.116 -4.041 -0.738
O -1.223 -2.767 -0.716
H 0.525 -2.632 -4.081
H 0.659 -2.476 -2.305
H -0.908 -2.224 -3.098
H -0.247 -6.632 -2.796
H -1.044 -7.980 -0.874
H -1.890 -6.819 1.142
H -2.662 -4.917 2.218
H -4.270 -2.821 4.860
H -5.560 -2.021 6.826
H -5.705 0.396 7.295
H -4.601 2.017 5.789
H -3.324 1.185 3.814
Br 5.568 5.123 -0.772
C 4.415 5.229 0.751
C 3.769 6.425 1.027
C 2.942 6.502 2.122
C 2.713 5.390 2.963
C 3.395 4.191 2.642
C 4.241 4.118 1.563
N 2.051 5.600 4.126
N 1.453 4.737 4.853
C 0.912 3.587 4.406
C 0.822 2.531 5.334
C 0.553 1.246 4.943
C 0.290 0.899 3.588
O 0.174 -0.296 3.195
C 0.148 2.014 2.663
N -0.308 1.727 1.436
C -0.531 2.712 0.601
C -0.390 4.059 0.945
C 0.082 4.376 2.195
C 0.426 3.342 3.076
H 3.921 7.284 0.386
H 2.442 7.432 2.354
H 3.276 3.326 3.280
H 4.767 3.196 1.350
H 1.080 2.752 6.362
H 0.589 0.441 5.664
H -0.872 2.445 -0.393
H -0.668 4.827 0.240
H 0.147 5.407 2.515
C -3.336 -0.020 -5.430
C -3.777 0.993 -4.363
C -3.352 2.411 -4.771
C -5.304 0.962 -4.267
C -3.110 0.633 -3.044
C -3.813 0.289 -1.890
C -3.098 -0.045 -0.747
N -1.784 -0.051 -0.672
C -1.074 0.288 -1.763
C -1.727 0.625 -2.956
C 0.387 0.300 -1.629
C 1.243 0.535 -2.717
C 2.614 0.551 -2.549
C 3.091 0.353 -1.250
C 2.189 0.117 -0.229
N 0.878 0.067 -0.405
C 3.589 0.711 -3.700
C 2.893 1.080 -5.012
C 4.305 -0.634 -3.876
C 4.605 1.813 -3.376
H -3.788 0.215 -6.394
H -3.644 -1.021 -5.136
H -2.256 -0.025 -5.549
H -3.845 2.707 -5.697
H -2.279 2.478 -4.922
H -3.629 3.119 -3.993
H -5.744 1.227 -5.229
H -5.657 1.674 -3.524
H -5.651 -0.033 -3.997
H -4.889 0.274 -1.853
H -3.624 -0.316 0.160
H -1.146 0.890 -3.823
H 0.820 0.668 -3.696
H 4.147 0.333 -1.035
H 2.544 -0.067 0.779
H 2.212 0.295 -5.331
H 3.637 1.213 -5.796
H 2.341 2.010 -4.905
H 3.582 -1.420 -4.079
H 4.834 -0.908 -2.968
H 5.017 -0.586 -4.699
H 4.099 2.759 -3.197
H 5.297 1.942 -4.206
H 5.185 1.571 -2.492
Cl 0.581 -3.223 3.450
C 2.024 -3.659 2.567
C 3.009 -4.445 3.098
C 4.095 -4.832 2.313
C 4.150 -4.415 0.986
C 3.186 -3.586 0.483
Cl 3.273 -3.064 -1.170
C 2.059 -3.109 1.231
N 1.184 -2.287 0.785
H 2.935 -4.768 4.126
H 4.874 -5.460 2.718
H 4.957 -4.738 0.342
```

Formula: C54H54Ge2N2OS10Ti
Source: the OMol25 dataset
Level of theory: the ωB97M-V functional and the def2-TZVPD basis

The spin multiplicity is 1. The energy above the lowest of the compared OMol25 structures with the same formula, charge and spin comes out at 33.7 kJ/mol. For the highest occupied orbital energy, the calculation gives -2.11 eV. Its total charge is -2. The total energy is -306415.17961 eV.

```
124
C54H54Ge2N2OS10Ti, DFT the ωB97M-V functional and the def2-TZVPD basis
Ti -1.419 2.102 2.099
S -6.491 4.926 6.827
C -5.386 4.275 5.764
S -5.545 4.336 4.057
C -4.078 3.489 3.615
C -3.326 3.083 4.660
S -1.839 2.179 4.556
S -3.956 3.466 6.245
S -3.750 3.230 1.933
C -6.374 0.179 0.754
C -5.432 0.189 -0.416
C -5.063 1.381 -1.027
C -4.117 1.417 -2.039
C -3.746 2.730 -2.676
C -3.512 0.221 -2.447
C -3.930 -0.999 -1.906
C -3.413 -2.326 -2.405
C -4.880 -0.990 -0.891
C -2.437 0.281 -3.485
C -2.807 0.213 -4.827
C -1.851 0.282 -5.831
C -0.517 0.444 -5.487
C -0.133 0.531 -4.149
C -1.085 0.432 -3.141
Ge -0.588 0.550 -1.238
S -1.332 2.389 -0.331
S -1.019 -1.364 -0.188
Ge 0.792 -0.730 0.960
S 0.358 0.535 2.680
S 1.625 0.426 -0.786
C 1.898 -2.265 1.516
C 1.314 -3.521 1.746
C 2.108 -4.578 2.185
C 3.466 -4.411 2.400
C 4.044 -3.174 2.172
C 3.273 -2.099 1.737
C 3.954 -0.789 1.495
C 3.971 0.210 2.469
C 3.380 0.029 3.842
C 4.573 1.432 2.166
C 5.179 1.666 0.945
C 5.789 3.003 0.618
C 5.214 0.630 0.015
C 4.616 -0.591 0.270
C 4.660 -1.680 -0.772
C -0.141 -3.800 1.525
C -1.115 -3.382 2.430
C -0.803 -2.605 3.680
C -2.456 -3.652 2.151
C -2.842 -4.339 1.017
C -4.295 -4.589 0.715
C -1.851 -4.771 0.136
C -0.514 -4.499 0.363
C 0.514 -4.865 -0.676
C 1.315 0.797 -3.876
C 2.248 -0.235 -3.927
C 1.831 -1.676 -4.070
C 3.603 0.067 -3.801
C 4.043 1.365 -3.604
C 5.510 1.687 -3.492
C 3.091 2.376 -3.510
C 1.734 2.115 -3.640
C 0.737 3.235 -3.493
H -6.715 1.186 0.992
H -5.854 -0.215 1.631
H -7.246 -0.451 0.558
H -5.484 2.313 -0.667
H -4.159 3.559 -2.102
H -4.127 2.791 -3.700
H -2.665 2.862 -2.717
H -2.650 -2.212 -3.174
H -4.235 -2.911 -2.827
H -2.977 -2.904 -1.588
H -5.160 -1.932 -0.429
H -3.857 0.099 -5.070
H -2.143 0.223 -6.873
H 0.245 0.524 -6.253
H 1.638 -5.539 2.366
H 4.071 -5.242 2.741
H 5.106 -3.023 2.332
H 3.059 -0.996 4.024
H 2.513 0.678 3.966
H 4.118 0.300 4.601
H 4.541 2.223 2.909
H 5.652 3.707 1.438
H 5.324 3.431 -0.272
H 6.860 2.911 0.420
H 5.698 0.789 -0.945
H 5.355 -1.413 -1.569
H 3.672 -1.817 -1.220
H 4.965 -2.636 -0.344
H 0.263 -2.583 3.905
H -1.329 -3.039 4.533
H -1.145 -1.574 3.571
H -3.212 -3.267 2.827
H -4.934 -4.100 1.450
H -4.522 -5.659 0.717
H -4.558 -4.199 -0.271
H -2.137 -5.282 -0.779
H 0.029 -5.290 -1.556
H 1.244 -5.585 -0.300
H 1.066 -3.975 -0.989
H 0.754 -1.800 -3.965
H 2.312 -2.279 -3.297
H 2.127 -2.081 -5.042
H 4.326 -0.742 -3.839
H 6.118 0.785 -3.564
H 5.736 2.175 -2.540
H 5.821 2.369 -4.287
H 3.413 3.396 -3.323
H 1.224 4.202 -3.624
H 0.284 3.227 -2.497
H -0.076 3.150 -4.215
N -3.404 -0.455 2.201
C -2.704 0.457 2.062
C 1.299 4.673 4.523
O 1.332 3.303 4.174
H 1.964 4.901 5.366
H 0.284 5.000 4.769
H 1.629 5.238 3.652
H 0.813 2.815 4.822
S -0.714 6.763 1.670
C -0.802 5.172 1.908
N -0.844 4.013 2.096
```

- Which formula does entry 2 have?
  C54H54Ge2N2OS10Ti